# 1
Here is a structure of composition C3H3NO3 from the OMol25 dataset. Energies are from wB97M-V/def2-TZVPD.

Last column: Mulliken charge in e.
Positions of all 10 atoms, in Å:
N 1.845 -0.744 -0.646  -0.60
C 0.766 -0.332 -0.176  0.33
O -0.029 -0.889 0.827  -0.33
C -1.086 -0.002 0.935  0.61
O -2.173 -0.218 1.338  -0.42
C -0.100 0.813 -0.582  -0.11
O -0.530 1.344 0.643  -0.35
H 2.169 -1.600 -0.200  0.28
H -1.090 0.127 -0.771  0.20
H 0.229 1.501 -1.366  0.39

Atoms 1-3, force components in eV/Å:
-0.319 -0.026 0.300
0.355 0.137 -0.438
-0.329 -0.017 0.006

Frontier orbital gap   11.5 eV
E_HOMO   -11.133 eV
E   -10789.92918 eV
Multiplicity   1

=====

# 2
Here is a structure of composition C14H16AlBr4Cl3CsF13IN4O7P2 from the OMol25 dataset. Energies are from wB97M-V/def2-TZVPD.

Last column: Mulliken charge in e.
Positions of all 66 atoms, in Å:
C -0.061 1.987 -0.709  0.00
C -1.275 1.646 -1.124  -0.32
C -2.876 1.489 -1.149  0.10
N -3.609 0.220 -0.968  0.11
N -4.928 0.663 -1.051  -0.49
N -5.034 2.018 -1.240  0.80
P -6.710 2.633 -1.296  0.09
O -6.942 3.361 0.300  -0.40
I -7.025 4.388 -3.017  -0.25
N -3.795 2.629 -1.329  0.46
P -3.486 4.361 -1.599  0.68
O -3.512 4.745 -3.110  -0.55
O -4.542 5.406 -0.711  -0.44
O -1.870 4.724 -1.080  -0.47
H 0.928 2.432 -0.292  0.17
H -7.183 4.337 0.169  0.45
H -3.939 6.043 -0.240  0.43
H -1.751 4.283 -0.189  0.32
Br -5.568 4.597 1.061  -0.13
C -1.133 -2.385 -3.005  -0.73
C -1.662 -3.384 -1.955  0.90
C -1.336 -3.054 -0.498  0.49
F -0.009 -2.993 -0.258  -0.21
F -1.823 -4.012 0.326  -0.28
F -1.246 -4.629 -2.284  -0.27
F -3.024 -3.404 -2.077  -0.30
O 0.102 -2.715 -3.660  -0.42
C 1.297 -2.388 -2.976  0.66
C 2.096 -3.625 -2.544  0.18
F 1.363 -4.458 -1.776  -0.20
F 3.182 -3.265 -1.814  -0.20
F 1.009 -1.558 -1.941  -0.46
F 2.032 -1.654 -3.843  -0.30
H -1.867 -2.383 -3.817  0.47
H -1.133 -1.355 -2.633  0.28
H -1.782 -2.102 -0.199  -0.15
H 2.440 -4.186 -3.416  0.25
Al 1.754 0.173 -0.097  0.95
C 7.029 -2.715 3.164  -0.98
C 7.699 -1.638 2.331  -0.21
O 7.123 -1.472 1.040  -0.42
C 5.923 -0.675 0.903  0.16
O 6.069 0.512 1.464  -0.68
C 4.617 -1.422 1.362  0.53
F 4.655 -2.732 1.020  -0.28
F 3.508 -0.912 0.733  -0.01
F 4.364 -1.380 2.682  -0.26
H 6.756 -3.578 2.552  0.23
H 7.694 -3.043 3.966  0.40
H 6.122 -2.340 3.640  0.20
H 8.728 -1.964 2.144  0.32
H 7.780 -0.694 2.881  0.26
H 5.801 -0.690 -0.194  0.27
C -4.542 -1.384 2.460  -0.40
Br -4.980 0.121 3.604  -0.04
Br -5.754 -2.876 2.731  -0.01
Br -4.443 -0.860 0.586  0.30
H -3.547 -1.726 2.748  0.38
C 3.615 3.152 2.732  0.52
Cl 4.586 4.248 3.721  -0.09
Cl 2.335 2.405 3.700  0.08
Cl 2.918 4.015 1.348  -0.16
H 4.267 2.360 2.354  -0.14
F -7.817 0.627 -0.518  -0.72
F 1.232 3.464 5.334  -0.50
Cs -8.768 2.602 -4.435  1.01

Atoms 1-3, force components in eV/Å:
-6.488 -0.866 -1.824
3.146 2.000 3.008
1.520 -0.962 -0.166

Frontier orbital gap   1.5 eV
E_HOMO   -9.154 eV
E   -421926.09984 eV
Total charge   +1
Multiplicity   1

=====

# 3
Here is a cluster of 7 separate species, C10H35NO7 in total from the OMol25 dataset. Energies are from wB97M-V/def2-TZVPD.

Last column: Mulliken charge in e.
Positions of all 53 atoms, in Å:
C -3.694 9.095 1.050  -0.74
O -2.624 8.423 0.382  -0.37
C -2.495 7.052 0.896  -0.80
C -1.040 6.708 1.374  0.65
C -0.898 5.432 2.251  -1.35
N -0.440 7.847 2.106  -0.82
H -3.525 9.075 2.127  0.34
H -4.611 8.508 1.003  0.31
H -3.720 10.094 0.615  0.25
H -3.244 6.787 1.642  0.44
H -2.682 6.371 0.065  0.31
H -0.452 6.627 0.460  0.23
H -1.077 4.571 1.606  0.33
H -1.635 5.434 3.054  0.33
H 0.001 5.143 2.794  0.36
H -0.657 8.666 1.556  0.26
H 0.566 7.812 2.027  0.26
C 7.185 -6.314 2.680  -0.93
C 6.431 -7.319 3.582  -0.26
O 5.423 -8.039 3.020  -0.50
H 6.543 -5.481 2.395  0.29
H 7.610 -6.496 1.693  0.31
H 7.997 -6.012 3.342  0.28
H 6.173 -7.000 4.592  0.30
H 7.245 -8.036 3.690  0.22
H 4.708 -7.520 2.645  0.30
C -6.020 -2.246 -3.121  -1.00
C -4.787 -1.593 -3.742  -0.24
O -3.984 -1.083 -2.696  -0.53
H -6.805 -1.515 -2.926  0.31
H -5.732 -2.775 -2.212  0.29
H -6.359 -2.821 -3.983  0.30
H -5.248 -0.813 -4.347  0.22
H -4.275 -2.273 -4.422  0.33
H -4.551 -0.524 -2.159  0.30
C 3.248 -1.205 -5.234  -0.94
C 2.436 -2.469 -4.811  -0.22
O 1.942 -2.219 -3.539  -0.52
H 4.221 -1.199 -4.743  0.26
H 2.813 -0.226 -5.037  0.30
H 3.420 -1.365 -6.299  0.32
H 3.068 -3.339 -4.986  0.26
H 1.570 -2.587 -5.463  0.24
H 1.093 -1.784 -3.435  0.30
O -2.618 -0.285 5.424  -0.64
H -3.249 -1.004 5.414  0.32
H -1.790 -0.688 5.165  0.33
O 1.072 -6.660 -0.244  -0.64
H 0.453 -7.074 -0.845  0.31
H 1.373 -5.880 -0.710  0.32
O 0.512 -2.442 2.458  -0.63
H 0.643 -3.363 2.232  0.32
H 0.467 -1.992 1.615  0.32

Atoms 1-3, force components in eV/Å:
0.631 -0.700 0.254
-0.065 -1.632 1.043
0.900 -0.098 -0.426

Frontier orbital gap   9.3 eV
E_HOMO   -9.164 eV
E   -26756.47793 eV
Multiplicity   1

=====

# 4
Here is a cluster of 11 separate species, C13H48N4O11 in total from the OMol25 dataset. Energies are from wB97M-V/def2-TZVPD.

Last column: Mulliken charge in e.
Positions of all 76 atoms, in Å:
N -0.263 -4.005 1.829  -0.16
C 0.302 -3.005 2.450  0.51
N 0.197 -1.909 1.662  0.29
O 0.983 -2.962 3.698  -0.71
H -0.183 -4.894 2.375  0.28
H -0.873 -3.847 1.059  0.08
H 0.572 -1.033 2.035  -0.08
H -0.028 -1.958 0.672  0.11
N -0.911 3.959 -3.457  -0.43
C -1.650 3.070 -2.880  0.49
N -1.667 1.992 -3.499  -0.19
O -2.547 3.345 -1.809  -0.72
H -1.051 4.948 -3.275  0.27
H -0.313 3.776 -4.257  0.18
H -2.287 1.214 -3.184  0.29
H -0.906 1.705 -4.150  0.22
C 4.176 -2.788 2.406  -1.43
C 3.564 -1.426 2.064  0.94
O 4.603 -0.575 1.715  -0.58
H 4.781 -2.746 3.322  0.34
H 4.802 -3.131 1.583  0.35
H 3.417 -3.514 2.762  0.32
H 3.167 -1.019 3.001  0.18
H 2.721 -1.522 1.345  -0.47
H 4.152 0.156 1.376  0.42
C -0.629 0.942 0.050  1.87
C -0.216 1.365 1.451  -1.12
O 1.004 0.836 1.842  -0.43
H -0.532 -0.033 -0.040  -1.03
H -0.099 1.576 -0.700  -0.52
H -1.567 1.362 -0.133  0.46
H -1.042 1.068 2.132  0.17
H -0.243 2.461 1.539  0.61
H 1.628 1.496 1.848  0.14
C -4.822 0.900 0.472  -0.87
O -4.012 -0.185 0.060  -0.41
H -4.426 1.704 1.084  0.29
H -5.641 0.584 1.004  0.36
H -5.180 1.324 -0.407  0.35
H -3.405 -0.539 0.781  0.49
C 3.810 2.635 2.141  -0.70
O 3.445 1.836 1.005  -0.36
H 4.064 1.976 2.953  0.28
H 2.934 3.234 2.471  0.28
H 4.671 3.270 1.931  0.29
H 3.450 2.299 0.226  0.17
C 0.830 4.127 -0.421  -0.33
O 1.414 3.522 -1.558  -0.54
H 1.048 5.165 -0.486  0.39
H 1.213 3.667 0.516  -0.10
H -0.243 3.989 -0.428  0.24
H 0.908 3.768 -2.306  0.28
C -0.045 -3.322 -2.236  -0.79
O -0.452 -2.816 -0.972  -0.61
H -0.527 -2.900 -3.096  0.26
H -0.103 -4.416 -2.349  0.33
H 1.038 -3.157 -2.397  0.25
H -1.327 -3.156 -0.875  0.11
C 2.049 -0.257 -1.668  -0.18
O 2.668 1.017 -1.847  -0.60
H 1.927 -0.451 -0.613  -0.01
H 2.595 -1.136 -2.061  0.34
H 1.062 -0.354 -2.063  0.16
H 2.021 1.654 -1.645  0.29
C -3.205 -2.453 1.614  -0.56
O -2.482 -1.302 1.948  -0.73
H -3.218 -3.239 2.357  0.35
H -2.736 -2.985 0.728  -0.09
H -4.253 -2.302 1.334  0.40
H -1.529 -1.558 2.038  0.40
C -2.454 -1.015 -2.468  -0.88
O -3.390 0.043 -2.533  -0.65
H -1.512 -0.749 -2.017  0.20
H -2.388 -1.484 -3.428  0.45
H -2.876 -1.709 -1.739  0.42
H -3.980 -0.134 -1.879  0.38

Atoms 1-3, force components in eV/Å:
0.312 -4.393 2.466
4.321 2.604 5.289
0.263 2.062 1.196

Frontier orbital gap   9.1 eV
E_HOMO   -8.984 eV
E   -42736.67073 eV
Multiplicity   1

=====

# 5
Here is a structure of composition C16H29OSc from the OMol25 dataset. Energies are from wB97M-V/def2-TZVPD.

Last column: Mulliken charge in e.
Positions of all 47 atoms, in Å:
C 0.917 -1.335 -1.934  -0.71
H 0.726 -2.388 -1.830  0.44
H 0.456 -0.991 -2.855  0.37
H -0.924 -1.432 -0.275  0.21
C 2.341 -0.924 -1.608  0.05
H 2.493 0.059 -1.031  0.24
H 2.731 -1.742 -0.958  0.41
C 3.117 -0.788 -2.912  -1.32
H 4.134 -0.437 -2.646  0.37
H 3.059 -1.721 -3.428  0.43
H 2.603 -0.008 -3.509  0.34
C -1.080 1.297 0.977  0.54
C -0.141 2.094 0.273  0.97
C -0.343 1.934 -1.121  0.59
C -1.430 1.039 -1.289  0.70
C -1.860 0.607 0.021  0.13
C -2.967 -0.334 0.333  -1.17
C -2.061 0.708 -2.583  -1.56
C 0.420 2.617 -2.189  -1.55
C 0.878 2.989 0.912  -1.89
C -1.252 1.278 2.454  -1.32
Sc 0.436 -0.400 -0.334  0.24
H -2.659 -0.220 -2.569  0.40
H -2.737 1.532 -2.832  0.42
H -1.346 0.601 -3.404  0.30
H -3.320 -0.870 -0.538  0.35
H -2.713 -1.106 1.078  0.21
H -3.797 0.247 0.740  0.40
H -0.448 1.777 2.959  0.42
H -2.183 1.804 2.713  0.36
H -1.328 0.280 2.877  0.16
H 1.734 3.183 0.269  0.40
H 0.399 3.950 1.151  0.39
H 1.299 2.592 1.850  0.44
H 0.738 1.965 -3.010  0.31
H -0.221 3.396 -2.604  0.39
H 1.326 3.088 -1.818  0.38
C 1.348 -2.179 3.514  -1.25
C 0.458 -2.178 2.362  1.05
C -0.841 -2.820 2.461  -1.23
O 0.861 -1.590 1.336  -0.58
H 1.052 -2.995 4.139  0.43
H 1.288 -1.261 4.085  0.31
H 2.396 -2.305 3.236  0.37
H -1.633 -2.132 2.756  0.19
H -1.131 -3.303 1.547  0.36
H -0.793 -3.580 3.237  0.51

Atoms 1-3, force components in eV/Å:
1.015 -3.222 -5.008
-0.035 -0.425 0.138
-0.189 0.524 0.048

Frontier orbital gap (spin up / spin down)   5.5 / 5.8 eV
E_HOMO (spin up / spin down)   -15.397 / -15.340 eV
E   -39791.48716 eV
Total charge   +2
Multiplicity   1

=====

# 6
Here is a structure of composition C5H8O2 from the OMol25 dataset. Energies are from wB97M-V/def2-TZVPD.

Last column: Mulliken charge in e.
Positions of all 15 atoms, in Å:
C 1.807 -0.157 0.623  -1.36
C 0.593 0.166 -0.193  0.92
C -0.106 -0.791 -1.117  -0.83
C -0.813 -0.204 0.089  0.41
O -1.245 -0.903 1.199  -0.51
C -1.145 1.244 -0.205  -0.52
O 0.229 1.504 -0.583  -0.47
H 2.732 -0.171 0.040  0.33
H 1.659 -1.158 1.047  0.31
H 1.921 0.539 1.460  0.32
H -0.354 -0.429 -2.114  0.24
H 0.201 -1.830 -1.050  0.29
H -2.193 -1.058 1.110  0.33
H -1.874 1.441 -1.003  0.26
H -1.412 1.806 0.697  0.28

Atoms 1-3, force components in eV/Å:
0.006 0.060 -0.041
0.215 -0.234 0.137
-0.029 -0.133 -0.132

Frontier orbital gap   10.0 eV
E_HOMO   -9.240 eV
E   -9407.31060 eV
Multiplicity   1

=====

# 7
Here is a cluster of 9 separate species, C27H36O27 in total from the OMol25 dataset. Energies are from wB97M-V/def2-TZVPD.

Last column: Mulliken charge in e.
Positions of all 90 atoms, in Å:
O -5.270 -1.282 1.946  -0.58
C -4.792 -2.177 1.292  0.68
O -4.889 -2.247 -0.083  -0.32
C -4.321 -3.491 -0.535  -0.10
C -3.711 -4.093 0.741  0.15
O -4.161 -3.267 1.834  -0.34
H -5.131 -4.107 -0.929  0.29
H -3.572 -3.289 -1.294  0.08
H -2.623 -3.964 0.729  -0.16
H -4.055 -5.113 0.930  0.33
O 3.563 -2.820 -1.338  -0.54
C 2.670 -3.109 -2.051  0.72
O 1.847 -4.142 -1.823  -0.28
C 0.885 -4.233 -2.943  0.06
C 1.486 -3.311 -3.945  -0.36
O 2.432 -2.532 -3.190  -0.35
H 0.581 -5.256 -3.215  0.36
H 0.035 -3.691 -2.516  -0.10
H 0.753 -2.594 -4.366  0.24
H 2.031 -3.824 -4.734  0.29
O 2.603 7.450 -2.744  -0.59
C 2.884 6.438 -2.130  0.57
O 3.899 6.399 -1.258  -0.35
C 4.097 4.966 -0.907  -0.23
C 2.670 4.438 -1.193  0.34
O 2.145 5.347 -2.208  -0.30
H 4.812 4.575 -1.636  0.30
H 4.425 4.895 0.135  0.26
H 2.035 4.392 -0.310  -0.15
H 2.662 3.451 -1.663  0.09
O 1.264 -5.641 4.561  -0.60
C 1.301 -5.240 3.411  0.53
O 0.326 -5.413 2.558  -0.32
C 0.789 -4.959 1.276  0.37
C 2.068 -4.175 1.607  0.34
O 2.399 -4.696 2.897  -0.40
H 0.912 -5.773 0.568  0.28
H 0.043 -4.260 0.851  -0.28
H 1.728 -3.143 1.767  -0.35
H 2.901 -4.226 0.902  0.35
O -1.297 3.981 -0.397  -0.59
C -0.903 3.705 0.708  0.40
O 0.201 3.003 0.953  0.33
C 0.464 3.023 2.373  -0.32
C -0.873 3.523 3.010  -0.21
O -1.559 4.046 1.846  -0.39
H 0.803 2.033 2.715  0.17
H 1.288 3.712 2.548  0.25
H -0.726 4.335 3.736  0.33
H -1.494 2.695 3.361  0.14
O -2.665 3.726 -5.984  -0.59
C -2.433 3.050 -5.007  0.55
O -2.109 3.571 -3.811  -0.39
C -1.624 2.460 -3.001  0.45
C -1.998 1.144 -3.808  0.29
O -2.309 1.713 -5.099  -0.38
H -0.545 2.586 -2.958  0.03
H -2.062 2.588 -2.010  0.03
H -2.873 0.584 -3.425  0.11
H -1.240 0.368 -3.884  -0.08
O -2.422 0.396 1.235  -0.61
C -3.271 1.082 1.794  0.72
O -3.983 1.993 1.177  -0.27
C -4.977 2.520 2.076  -0.37
C -4.552 1.921 3.429  -0.37
O -3.543 0.973 3.076  -0.29
H -5.015 3.602 2.011  0.30
H -5.957 2.131 1.768  0.30
H -5.355 1.415 3.963  0.31
H -4.139 2.644 4.135  0.28
O -1.462 -1.666 -2.116  -0.70
C -0.582 -1.089 -1.426  0.59
O 0.060 0.082 -1.819  -0.37
C 1.116 0.369 -0.907  0.41
C 0.719 -0.526 0.295  0.91
O -0.217 -1.597 -0.232  -0.18
H 2.032 -0.041 -1.333  0.43
H 1.219 1.440 -0.659  -0.52
H 0.183 -0.010 1.084  0.10
H 1.586 -1.033 0.719  -0.78
O 3.331 1.746 1.223  -0.46
C 3.803 0.686 1.501  0.54
O 3.823 0.182 2.772  -0.35
C 4.178 -1.230 2.754  -0.02
C 4.858 -1.298 1.346  -0.25
O 4.274 -0.191 0.592  -0.24
H 4.729 -1.555 3.639  0.37
H 3.232 -1.817 2.793  -0.03
H 4.665 -2.217 0.787  0.15
H 5.904 -1.046 1.466  0.35

Atoms 1-3, force components in eV/Å:
0.771 -1.039 -0.887
-0.833 0.638 0.363
0.504 -0.307 1.397

Frontier orbital gap   10.0 eV
E_HOMO   -10.006 eV
E   -83864.88875 eV
Multiplicity   1

=====

# 8
Here is a structure of composition C4H8GaO3 from the OMol25 dataset. Energies are from wB97M-V/def2-TZVPD.

Last column: Mulliken charge in e.
Positions of all 16 atoms, in Å:
O 0.628 -0.786 -1.197  0.13
O 2.413 -0.490 -2.522  -0.14
C 1.236 -0.441 -2.377  0.40
O 1.254 1.813 -0.723  0.05
C 2.338 2.611 -1.072  -0.49
C -0.467 -1.772 -1.225  0.08
C -1.107 -1.774 0.138  -1.39
H 3.319 2.180 -0.807  0.33
H 2.353 2.724 -2.172  0.30
H 2.243 3.624 -0.645  0.28
H -1.169 -1.476 -2.013  0.34
H 0.012 -2.724 -1.476  0.32
H -1.558 -0.799 0.381  0.42
H -1.915 -2.517 0.137  0.36
H -0.393 -2.051 0.927  0.44
Ga 0.770 0.517 0.163  0.56

Atoms 1-3, force components in eV/Å:
-0.692 0.450 0.762
-3.843 0.805 -0.246
5.273 -0.839 -0.964

Frontier orbital gap (spin up / spin down)   5.8 / 6.9 eV
E_HOMO (spin up / spin down)   -19.470 / -20.503 eV
⟨S²⟩   0.77
E   -62771.25938 eV
Total charge   +2
Multiplicity   2

=====

Look up the multiplicity of the seventh one. 1